C23H28N4 | ωB97M-V with the def2-TZVPD basis set

Structure (XYZ):
```
55
C23H28N4 (ωB97M-V with the def2-TZVPD basis set)
H -1.298 -6.620 -2.258
C 0.347 -5.432 2.074
N 0.422 -5.263 -2.213
H 3.619 4.493 -5.941
C 3.312 0.979 -3.532
H 4.106 1.525 -3.013
C 1.123 -4.628 2.948
H 5.007 2.895 -6.941
H -0.553 -3.702 -1.494
C 1.148 -2.397 -1.746
H 0.195 -3.366 5.084
C 0.100 -5.013 0.780
H 0.269 -2.483 -3.684
H 0.312 -8.371 -5.207
H 5.703 2.359 -5.402
N 1.686 -6.480 -3.633
H 2.135 -6.859 3.877
H 4.137 4.124 -4.291
H 2.392 4.006 -4.713
C 2.128 -6.101 4.670
C 0.495 -3.562 -1.183
H 1.782 -6.536 5.619
H -0.792 -8.778 -3.850
N 3.583 2.461 -5.487
C 1.250 -0.334 -4.880
H 1.931 -3.373 5.458
H 2.421 -2.916 3.072
H 1.578 1.099 -6.466
H -0.112 -6.347 2.468
C 1.776 -3.507 2.424
N 1.240 -5.005 4.283
H 0.942 -9.219 -3.780
C -0.296 -6.370 -2.578
H 0.453 -0.855 -5.408
C 2.922 1.417 -4.818
C 1.616 -0.797 -3.589
C 0.505 -7.144 -3.459
H 3.157 -5.736 4.840
C 1.879 0.725 -5.485
H 3.020 -0.448 -1.960
C 1.047 -4.010 5.321
H 2.274 -2.380 0.708
C 2.677 -0.103 -2.940
H 4.922 1.165 -6.472
H 2.367 -4.579 -2.811
C 3.415 3.843 -5.078
C 0.982 -1.959 -3.034
H 1.639 -1.722 -1.025
C 0.222 -8.454 -4.112
C 4.869 2.198 -6.106
C 0.782 -3.920 0.223
H -0.639 -5.552 0.172
C 1.606 -5.346 -2.883
C 1.660 -3.194 1.076
H 0.853 -4.519 6.269
```

Calculated values
Gap between HOMO and LUMO in eV: 6.424
E_HOMO in eV: -7.38

natural (NBO) analysis output, partial charges in e:
1. H 0.2011
2. C -0.2117
3. N -0.4231
4. H 0.1976
5. C -0.1793
6. H 0.2108
7. C 0.1970
8. H 0.1961
9. H 0.2446
10. C -0.2924
11. H 0.2082
12. C -0.1499
13. H 0.2212
14. H 0.2194
15. H 0.1647
16. N -0.4928
17. H 0.2118
18. H 0.1638
19. H 0.2089
20. C -0.3943
21. C 0.0770
22. H 0.1973
23. H 0.2082
24. N -0.4985
25. C -0.1732
26. H 0.1653
27. H 0.2179
28. H 0.2271
29. H 0.2236
30. C -0.2744
31. N -0.4739
32. H 0.2194
33. C -0.1609
34. H 0.2147
35. C 0.1735
36. C -0.1033
37. C 0.0911
38. H 0.1715
39. C -0.2103
40. H 0.2081
41. C -0.3992
42. H 0.2012
43. C -0.1928
44. H 0.2108
45. H 0.1877
46. C -0.3947
47. C -0.0815
48. H 0.2184
49. C -0.6311
50. C -0.3951
51. C -0.1496
52. H 0.2262
53. C 0.1125
54. C -0.1169
55. H 0.2025